{
  "formula": "C6H24BFeO12S2",
  "method": "ωB97M-V/def2-TZVPD",
  "species": ["Fe", "S", "O", "O", "O", "O", "S", "O", "O", "O", "O", "B", "H", "H", "H", "H", "C", "O", "H", "H", "H", "H", "C", "O", "H", "H", "H", "H", "C", "O", "H", "H", "H", "H", "C", "C", "C", "O", "H", "H", "H", "H", "H", "H", "H", "H"],
  "xyz": [[1.0428, -0.2224, -0.0988], [0.2238, -2.8805, -1.9320], [-0.1278, -2.6476, -3.3138], [0.5095, -1.5749, -1.2361], [-0.8575, -3.6058, -1.2736], [1.4291, -3.7137, -1.8636], [3.5353, 0.6364, -0.3722], [2.7515, -0.4978, -0.8593], [2.3268, 1.0049, 0.3683], [4.6333, 0.3710, 0.5695], [3.8223, 1.5695, -1.4604], [-0.6058, 0.2799, 1.0192], [-0.4216, 0.8333, 0.1115], [-0.7724, -0.7517, 0.7506], [0.3390, 0.3971, 1.5270], [-1.4305, 0.7088, 1.5672], [0.7819, -2.3775, 2.2636], [1.6494, -1.7096, 1.4442], [0.3199, -1.7466, 3.0229], [-0.0996, -2.6913, 1.7045], [1.2951, -3.2279, 2.7126], [2.1936, -2.4181, 1.0929], [-3.4235, -2.8295, 0.3476], [-3.3050, -3.4521, -0.8527], [-4.0722, -3.3296, 1.0667], [-2.4062, -2.7756, 0.7354], [-3.7394, -1.8032, 0.1603], [-2.3576, -3.4010, -0.9989], [-0.8819, 2.2338, 3.9453], [0.1502, 1.2835, 3.9749], [-1.8595, 1.7537, 3.9018], [-0.8015, 2.7826, 4.8836], [-0.7212, 2.9341, 3.1256], [-0.0392, 0.8278, 3.1514], [1.2096, 3.2092, -2.6016], [0.1477, 2.3167, -1.9316], [-1.2140, 2.4147, -2.5882], [0.5276, 0.9669, -1.8889], [0.8373, 3.6961, -3.5030], [2.0974, 2.6024, -2.7799], [1.5100, 4.0067, -1.9220], [0.0312, 2.8317, -0.9780], [-1.3503, 1.7457, -3.4379], [-1.3216, 3.4640, -2.8632], [-2.0160, 2.1451, -1.9011], [0.4601, 0.6410, -2.7894]],
  "forces_ev_per_angstrom": [[-0.278, -1.755, -1.027], [1.694, -2.899, -1.469], [-0.443, 1.351, -0.902], [-0.992, -0.018, -0.002], [-0.724, 0.237, 1.466], [0.356, 0.470, 0.618], [2.511, 1.062, -0.142], [2.683, -5.773, -4.116], [-1.942, 6.559, 5.135], [-0.838, 0.038, -1.475], [0.464, -0.370, 0.749], [-1.499, 0.233, 1.006], [-0.225, 2.518, -3.328], [-0.768, -3.740, -0.810], [3.313, 0.388, 2.667], [-2.838, 1.494, 1.931], [-2.270, -0.857, 1.035], [1.424, 0.713, -0.591], [0.645, 0.322, 0.256], [0.056, -0.617, -0.236], [-0.250, -0.067, 0.238], [0.448, 0.405, -0.906], [0.586, 1.060, 0.651], [-1.911, -1.183, -0.957], [-0.256, -0.108, 0.064], [0.005, 0.253, 0.857], [-0.397, 0.429, 0.595], [1.347, -0.490, -1.272], [0.360, 0.488, 0.885], [-0.303, -0.151, 0.044], [-0.195, 0.154, -0.195], [-0.216, 0.212, 0.057], [-0.340, 0.089, -0.175], [0.694, -0.697, -0.423], [0.174, -0.211, -0.072], [-0.299, 1.462, -0.713], [-0.375, 0.362, 0.191], [0.196, 0.566, 0.484], [0.077, -0.194, -0.258], [0.070, 0.161, -0.166], [0.076, -0.007, 0.030], [0.090, -1.304, 0.719], [0.306, 0.183, -0.315], [-0.451, -0.033, -0.315], [0.060, 0.002, 0.179], [0.176, -0.733, 0.009]],
  "lowdin_spin": [4.189, 0.012, 0.013, 0.137, 0.009, 0.012, 0.021, 0.137, 0.157, 0.023, 0.020, 0.092, 0.022, 0.020, 0.020, 0.016, 0.004, 0.040, 0.001, 0.000, 0.001, 0.000, 0.000, 0.000, 0.000, 0.000, 0.000, 0.000, 0.001, 0.004, 0.000, 0.000, 0.000, 0.003, 0.001, 0.003, 0.001, 0.036, 0.000, 0.000, 0.000, 0.001, 0.000, 0.000, 0.000, 0.002],
  "energy_ev": -87913.183,
  "gap_ev": [6.9, 6.9],
  "s2": 8.758,
  "charge": -2,
  "spin_multiplicity": 6
}